Entry i
# H3N2P

One molecule with the formula H3N2P (ωB97M-V/def2-TZVPD, OMol25).

Output
2S+1	1
orbital gap (alpha / beta)	8.1 / 8.2	eV
HOMO level (alpha / beta)	-8.662 / -8.200	eV

Bonds (Å) are listed after each position.
Atoms and positions in Å:
1 N -0.66 1.20 0.61  N2 1.384, H4 1.106
2 N -0.34 -0.12 0.35  N1 1.384, P3 1.740, H5 0.998
3 P 0.58 -1.40 -0.39  N2 1.740, H6 1.431
4 H -0.22 1.83 -0.19  N1 1.106
5 H -0.82 -0.75 0.95  N2 0.998
6 H 1.45 -0.76 -1.33  P3 1.431

=====

Entry ii
# H3N2P

A 2-piece molecular cluster, H3N2P overall (ωB97M-V/def2-TZVPD, OMol25).

Output
2S+1	1
orbital gap	9.2	eV
HOMO level	-9.151	eV

Bonds (Å) are listed after each position.
Atoms and positions in Å:
1 N 0.05 -0.84 0.37  N2 1.425, P3 1.728, H4 1.014
2 N -0.20 0.16 -0.61  N1 1.425, P3 1.695
3 P 1.13 0.51 0.39  N1 1.728, N2 1.695, H6 1.357
4 H -0.67 -1.15 1.01  N1 1.014
5 H 0.55 -0.16 -1.97  no bonds
6 H 0.41 1.35 1.17  P3 1.357

=====

Which of them is most stable, and which least? Most stable: entry i; least stable: entry ii.

=====

Entry i
# C3H4N2O

One molecule with the formula C3H4N2O (ωB97M-V/def2-TZVPD, OMol25).

Output
2S+1	1
orbital gap	9.9	eV
SMILES	OC1C=NN=C1
HOMO level	-10.258	eV

Bonds (Å) are listed after each position.
Atoms and positions in Å:
1 O -0.16 1.60 -0.77  C2 1.406, H7 1.169
2 C 0.08 0.48 0.04  O1 1.406, C3 1.506, C6 1.447, H8 1.232
3 C 0.61 -0.75 -0.65  C2 1.506, N4 1.356, H9 1.115
4 N -0.14 -1.83 -0.32  C3 1.356, N5 1.504
5 N -1.16 -1.40 0.70  N4 1.504, C6 1.277
6 C -1.05 -0.13 0.71  C2 1.447, N5 1.277, H10 1.001
7 H 0.96 1.89 -0.62  O1 1.169
8 H 0.94 0.49 0.92  C2 1.232
9 H 1.59 -0.84 -1.17  C3 1.115
10 H -1.67 0.50 1.16  C6 1.001

=====

Entry ii
# C3H4N2O

One molecule with the formula C3H4N2O (ωB97M-V/def2-TZVPD, OMol25).

Output
2S+1	1
orbital gap	9.2	eV
SMILES	Nc1cnoc1
HOMO level	-8.520	eV

Bonds (Å) are listed after each position.
Atoms and positions in Å:
1 N 1.62 -0.14 -0.16  C2 1.366, H7 1.167, H8 1.035
2 C 0.26 -0.24 -0.32  N1 1.366, C3 1.435, C6 1.353
3 C -0.31 1.00 0.12  C2 1.435, N4 1.308, H9 1.089
4 N -1.51 0.83 0.61  C3 1.308, O5 1.347
5 O -1.82 -0.44 0.30  N4 1.347, C6 1.369
6 C -0.79 -1.08 -0.34  C2 1.353, O5 1.369, H10 1.078
7 H 1.38 0.87 0.37  N1 1.167
8 H 2.23 -0.64 -0.83  N1 1.035
9 H -0.07 1.93 -0.39  C3 1.089
10 H -1.02 -2.09 -0.65  C6 1.078

=====

Entry iii
# C3H4N2O

One molecule with the formula C3H4N2O (ωB97M-V/def2-TZVPD, OMol25).

Output
2S+1	1
orbital gap	8.9	eV
SMILES	Oc1cnc[nH]1
HOMO level	-8.237	eV

Bonds (Å) are listed after each position.
Atoms and positions in Å:
1 O 0.31 1.53 1.30  C2 1.351, H7 0.967
2 C 0.16 0.48 0.46  O1 1.351, C3 1.371, N6 1.363
3 C 0.55 -0.83 0.54  C2 1.371, N4 1.361, H8 1.077
4 N 0.19 -1.48 -0.60  C3 1.361, C5 1.305
5 C -0.43 -0.62 -1.36  N4 1.305, N6 1.401, H9 1.080
6 N -0.46 0.64 -0.75  C2 1.363, C5 1.401, H10 1.017
7 H 0.77 1.17 2.08  O1 0.967
8 H 0.88 -1.42 1.38  C3 1.077
9 H -1.25 -1.05 -1.90  C5 1.080
10 H -0.71 1.56 -1.10  N6 1.017

=====

Entry iv
# C3H4N2O

A 2-piece molecular cluster, C3H4N2O overall (ωB97M-V/def2-TZVPD, OMol25).

Output
2S+1	1
orbital gap	10.1	eV
SMILES	C#[N+][O-].C#CN
HOMO level	-9.592	eV

Bonds (Å) are listed after each position.
Atoms and positions in Å:
1 C -1.11 1.51 0.07  N2 1.159, H4 1.078
2 N -2.26 1.51 0.21  C1 1.159, O3 1.206
3 O -3.46 1.55 0.36  N2 1.206
4 H -0.06 1.31 -0.05  C1 1.078
5 C 0.26 -2.13 -0.31  C6 1.204, H8 1.067
6 C 0.93 -1.13 -0.30  C5 1.204, N7 1.369
7 N 1.63 0.05 -0.28  C6 1.369, H9 1.014, H10 1.014
8 H -0.32 -3.02 -0.32  C5 1.067
9 H 2.07 0.26 -1.16  N7 1.014
10 H 2.31 0.09 0.47  N7 1.014

=====

Which of them is most stable, and which least? Most stable: entry iii; least stable: entry iv.

=====

Entry i
# C3H4N2O

One molecule with the formula C3H4N2O (ωB97M-V/def2-TZVPD, OMol25).

Output
2S+1	1
orbital gap	9.9	eV
SMILES	N#CC(=O)CN
HOMO level	-10.570	eV

Bonds (Å) are listed after each position.
Atoms and positions in Å:
1 N -2.03 0.96 0.86  C2 1.134
2 C -1.58 0.10 0.27  N1 1.134, C3 1.498
3 C -0.70 -0.89 -0.42  C2 1.498, O4 1.182, C5 1.492
4 O -0.90 -2.04 -0.62  C3 1.182
5 C 0.55 -0.14 -0.75  C3 1.492, N6 1.792, H7 1.171, H8 1.111
6 N 1.27 0.55 0.74  C5 1.792, H9 1.031, H10 1.069
7 H 0.31 0.84 -1.34  C5 1.171
8 H 1.32 -0.86 -1.09  C5 1.111
9 H 0.85 1.49 0.77  N6 1.031
10 H 0.90 -0.02 1.56  N6 1.069

=====

Entry ii
# C3H4N2O

One molecule with the formula C3H4N2O (ωB97M-V/def2-TZVPD, OMol25).

Output
2S+1	1
orbital gap	8.7	eV
HOMO level	-8.314	eV

Bonds (Å) are listed after each position.
Atoms and positions in Å:
1 N -0.21 -1.76 0.42  C2 1.288, H7 1.014, H8 1.016
2 C 0.50 -0.73 0.10  N1 1.288, C3 1.324
3 C 1.17 0.39 0.32  C2 1.324, N4 1.368, H9 1.092
4 N 0.43 1.53 0.21  C3 1.368, C5 1.341
5 C -0.63 1.40 -0.61  N4 1.341, O6 1.246, H10 1.098
6 O -1.05 0.35 -1.13  C5 1.246
7 H -0.87 -2.06 -0.29  N1 1.014
8 H -0.46 -1.96 1.38  N1 1.016
9 H 2.25 0.49 0.44  C3 1.092
10 H -1.12 2.36 -0.84  C5 1.098

=====

Entry iii
# C3H4N2O

One molecule with the formula C3H4N2O (ωB97M-V/def2-TZVPD, OMol25).

Output
2S+1	1
orbital gap (alpha / beta)	7.5 / 7.5	eV
HOMO level (alpha / beta)	-8.663 / -8.665	eV

Bonds (Å) are listed after each position.
Atoms and positions in Å:
1 C -0.23 0.42 -1.07  C2 1.382, N4 1.341, H7 1.175
2 C -0.23 1.46 -0.17  C1 1.382, N5 1.178
3 C 0.21 -1.21 0.42  N4 1.371, O6 1.317, H8 1.072, H9 1.200
4 N -0.13 -0.91 -0.87  C1 1.341, C3 1.371
5 N -0.11 2.52 0.34  C2 1.178, H10 0.981
6 O 0.32 -0.31 1.38  C3 1.317
7 H -0.49 0.70 -2.18  C1 1.175
8 H -0.27 -2.08 0.81  C3 1.072
9 H 1.31 -1.46 0.02  C3 1.200
10 H -0.58 2.85 1.14  N5 0.981

=====

Which of them is most stable, and which least? Most stable: entry i; least stable: entry iii.

=====

Entry i
# C3H4N2O

One molecule with the formula C3H4N2O (ωB97M-V/def2-TZVPD, OMol25).

Output
2S+1	1
orbital gap	10.1	eV
SMILES	Nc1ccon1
HOMO level	-9.311	eV

Bonds (Å) are listed after each position.
Atoms and positions in Å:
1 N 1.32 0.80 -0.83  C2 1.372, H7 1.004, H8 1.003
2 C 0.04 0.44 -0.49  N1 1.372, C3 1.414, N6 1.313
3 C -0.22 0.07 0.85  C2 1.414, C4 1.337, H9 1.070
4 C -1.19 -0.85 0.77  C3 1.337, O5 1.336, H10 1.087
5 O -1.66 -0.96 -0.48  C4 1.336, N6 1.549
6 N -0.88 0.05 -1.34  C2 1.313, O5 1.549
7 H 1.88 1.36 -0.20  N1 1.004
8 H 1.78 0.25 -1.52  N1 1.003
9 H 0.46 0.29 1.65  C3 1.070
10 H -1.53 -1.45 1.61  C4 1.087

=====

Entry ii
# C3H4N2O

One molecule with the formula C3H4N2O (ωB97M-V/def2-TZVPD, OMol25).

Output
2S+1	1
orbital gap	9.7	eV
SMILES	Nc1ccno1
HOMO level	-8.816	eV

Bonds (Å) are listed after each position.
Atoms and positions in Å:
1 N 1.86 0.09 -0.05  C2 1.379, H7 1.013, H8 1.012
2 C 0.50 0.05 0.15  N1 1.379, C3 1.366, O6 1.338
3 C -0.57 0.70 -0.38  C2 1.366, C4 1.419, H9 1.080
4 C -1.66 -0.04 0.14  C3 1.419, N5 1.305, H10 1.081
5 N -1.30 -0.98 0.97  C4 1.305, O6 1.391
6 O 0.08 -0.91 1.00  C2 1.338, N5 1.391
7 H 2.29 -0.76 0.31  N1 1.013
8 H 2.11 0.23 -1.01  N1 1.012
9 H -0.60 1.59 -0.99  C3 1.080
10 H -2.71 0.02 -0.14  C4 1.081

=====

Which of them is most stable, and which least? Most stable: entry ii; least stable: entry i.